18
Properties=species:S:1:pos:R:3:forces:R:3 method="wB97M-V/def2-TZVPD" e_above_lowest_kcal_mol=50.8 orbital_gap_ev="2.23 / 5.25" energy_ha=-326.993924 s2=0.773 multiplicity=2 charge=-1 homo_energy_ev="0.87 / -2.24"
N 0.811 1.034 3.508 0.03 -1.68 -0.55
C 0.408 0.371 2.311 0.22 -0.10 0.40
C -0.414 0.949 1.379 -0.75 0.53 -0.78
C -0.816 0.351 0.130 0.85 0.84 2.44
C -1.978 0.730 -0.523 0.15 -0.44 -0.29
C -2.740 -0.150 -1.481 1.23 1.00 -0.58
H 0.719 0.580 4.390 -0.16 0.18 0.20
H 1.003 1.983 3.461 0.34 1.82 0.27
H 1.033 -0.456 2.007 0.13 -0.33 -0.07
H -0.941 1.865 1.676 0.00 -0.20 0.09
H -0.164 -0.521 0.105 -0.73 -0.70 -1.29
H -2.360 1.699 -0.201 -0.34 -0.19 -0.19
H -2.087 -0.991 -1.718 -0.27 -0.42 0.21
H -2.855 0.340 -2.468 -0.45 -0.04 0.13
H -3.713 -0.471 -1.119 -0.24 -0.27 -0.02
H 3.743 -1.817 -3.501 -0.05 -0.32 0.27
H 3.625 -2.166 -4.937 -0.03 -0.37 -0.01
O 3.716 -2.596 -4.075 0.07 0.69 -0.25

14
Properties=species:S:1:pos:R:3:forces:R:3 method="wB97M-V/def2-TZVPD" e_above_lowest_kcal_mol=30.9 orbital_gap_ev=9.63 energy_ha=-746.852275 multiplicity=1 homo_energy_ev=-8.94
C 1.016 -0.581 -0.153 -0.64 0.24 0.12
C -0.451 -1.029 -0.001 0.16 0.13 -0.04
C 0.631 0.715 0.575 0.75 0.24 0.28
C -0.536 1.303 -0.212 0.10 0.03 -0.22
C -1.280 0.100 -0.626 -0.30 -0.24 0.12
H 1.697 -1.206 0.396 0.19 -0.13 0.29
H -0.756 -2.057 -0.131 0.02 -0.15 -0.13
H 1.408 1.387 0.977 -0.44 -0.37 -0.19
H -1.002 2.202 0.148 -0.12 0.17 0.10
H 0.115 0.631 -2.046 0.63 -0.29 -0.43
H -2.360 0.033 -0.594 0.06 -0.04 0.03
N -0.712 0.984 -1.629 -0.51 0.39 0.33
F 1.545 -0.468 -1.430 0.14 -0.03 -0.35
S -0.269 -0.420 1.751 -0.04 0.04 0.10

45
Properties=species:S:1:pos:R:3:forces:R:3 method="wB97M-V/def2-TZVPD" e_above_lowest_kcal_mol=0.0 orbital_gap_ev="7.67 / 6.16" energy_ha=-5410.258768 s2=0.758 multiplicity=2 homo_energy_ev="-7.87 / -8.40"
Ag 0.073 0.424 0.227 -0.02 -0.04 0.09
Cl -0.374 -2.534 -1.328 0.00 -0.01 0.00
C 1.109 -1.718 -1.748 -0.03 -0.01 -0.02
C 1.440 -0.561 -1.069 0.03 0.06 -0.01
C 2.606 0.084 -1.449 0.04 -0.01 -0.02
Cl 3.063 1.544 -0.620 -0.03 0.02 -0.01
C 3.416 -0.384 -2.479 0.00 -0.01 0.00
Cl 4.844 0.459 -2.941 0.00 0.01 0.00
C 3.049 -1.551 -3.148 0.00 0.01 -0.01
Cl 4.015 -2.139 -4.444 0.00 0.00 -0.01
C 1.891 -2.232 -2.778 -0.01 0.01 -0.01
Cl 1.428 -3.663 -3.618 0.00 0.01 0.00
C -1.897 3.660 0.500 -0.01 0.02 -0.02
Ge -1.325 2.307 -0.791 -0.02 0.00 -0.04
C -2.879 1.517 -1.671 0.01 0.04 -0.01
C -3.664 2.342 -2.477 -0.01 0.00 -0.02
C -4.774 1.834 -3.138 0.00 0.01 0.00
C -5.109 0.494 -3.002 0.00 -0.01 0.00
C -4.334 -0.335 -2.205 -0.01 0.01 -0.01
C -3.226 0.176 -1.543 0.02 -0.03 0.04
C -0.003 3.047 -2.009 0.01 -0.04 -0.01
C 0.539 4.266 -1.685 0.01 0.02 0.03
C 1.589 4.833 -2.439 0.00 0.00 0.01
C 2.104 4.152 -3.500 0.01 -0.01 -0.01
C 1.584 2.888 -3.874 0.01 0.02 0.00
C 2.126 2.173 -4.970 0.01 -0.02 0.01
C 1.624 0.956 -5.328 0.02 -0.01 0.01
C 0.552 0.398 -4.600 0.00 0.00 0.00
C 0.016 1.064 -3.535 -0.02 -0.02 0.00
C 0.513 2.329 -3.134 0.01 0.00 0.00
H -2.388 4.467 -0.048 0.00 0.02 0.02
H -1.060 4.072 1.061 0.01 -0.01 0.01
H -2.613 3.227 1.196 0.00 -0.01 0.00
H -3.408 3.388 -2.605 0.01 0.00 0.00
H -5.373 2.483 -3.763 0.00 0.00 0.00
H -5.972 0.097 -3.521 0.00 0.00 0.00
H -4.589 -1.382 -2.101 0.00 0.00 0.00
H -2.620 -0.487 -0.934 0.00 0.01 -0.01
H 0.172 4.815 -0.826 -0.01 0.00 0.00
H 1.988 5.800 -2.160 0.00 0.00 0.00
H 2.925 4.565 -4.074 0.00 0.00 0.00
H 2.954 2.610 -5.515 0.00 0.00 0.00
H 2.052 0.412 -6.160 0.00 0.00 -0.01
H 0.156 -0.569 -4.885 0.00 -0.01 0.00
H -0.802 0.611 -2.989 -0.01 0.01 0.01

6
Properties=species:S:1:pos:R:3:forces:R:3 method="wB97M-V/def2-TZVPD" e_above_lowest_kcal_mol=37.9 orbital_gap_ev=9.16 energy_ha=-1544.143046 multiplicity=1 homo_energy_ev=-10.95
O -0.468 -1.631 -0.852 1.21 2.13 -0.74
O -1.737 -0.145 -2.188 0.11 1.19 -0.62
O 0.748 1.585 1.565 1.23 -0.60 0.36
S -0.461 -0.349 -1.575 -1.31 -3.30 1.40
Cl 1.781 0.353 2.312 -1.21 0.92 -0.58
Cl -0.893 1.325 1.677 -0.03 -0.34 0.17